Record 1
{
  "formula": "C30H62N4O7S7",
  "method": "ωB97M-V/def2-TZVPD",
  "homo_ev": -7.99,
  "species": ["C", "S", "O", "C", "H", "H", "H", "H", "H", "H", "C", "S", "O", "C", "H", "H", "H", "H", "H", "H", "C", "S", "O", "C", "H", "H", "H", "H", "H", "H", "C", "S", "O", "C", "H", "H", "H", "H", "H", "H", "C", "S", "O", "C", "H", "H", "H", "H", "H", "H", "C", "S", "O", "C", "H", "H", "H", "H", "H", "H", "C", "S", "O", "C", "H", "H", "H", "H", "H", "H", "N", "C", "C", "C", "C", "H", "H", "H", "H", "H", "N", "C", "C", "C", "C", "H", "H", "H", "H", "H", "N", "C", "C", "C", "C", "H", "H", "H", "H", "H", "N", "C", "C", "C", "C", "H", "H", "H", "H", "H"],
  "coordinates": [[1.47, -1.21, -0.85], [0.07, -0.52, -0.02], [0.55, 0.12, 1.30], [-0.18, 0.82, -1.20], [1.75, -2.18, -0.43], [2.36, -0.59, -0.81], [1.38, -1.41, -1.92], [-1.06, 1.31, -0.77], [-0.28, 0.63, -2.27], [0.62, 1.55, -1.15], [3.12, 4.39, 2.93], [3.98, 3.65, 1.44], [5.49, 3.33, 1.80], [3.17, 2.04, 1.53], [2.31, 5.02, 2.57], [3.91, 5.00, 3.38], [2.95, 3.76, 3.80], [3.28, 1.42, 0.64], [2.09, 2.22, 1.49], [3.44, 1.52, 2.46], [-2.96, 1.67, -3.77], [-3.82, 0.25, -4.58], [-5.28, 0.23, -4.25], [-3.79, 0.91, -6.30], [-2.05, 1.70, -4.36], [-2.82, 1.49, -2.70], [-3.53, 2.58, -3.94], [-4.17, 1.91, -6.51], [-4.46, 0.37, -6.97], [-2.81, 0.80, -6.77], [-0.29, 5.12, 0.72], [0.91, 5.56, -0.61], [1.04, 4.36, -1.49], [-0.33, 6.65, -1.53], [-0.69, 6.07, 1.07], [0.34, 4.61, 1.45], [-1.06, 4.46, 0.33], [-1.10, 7.12, -0.92], [-0.92, 5.99, -2.17], [0.17, 7.44, -2.08], [-1.55, -2.79, -5.00], [-0.88, -2.57, -3.27], [-1.68, -1.53, -2.63], [-1.48, -4.14, -2.61], [-1.00, -3.59, -5.49], [-1.24, -1.90, -5.55], [-2.62, -2.95, -4.87], [-2.34, -4.31, -3.26], [-1.96, -4.11, -1.63], [-0.78, -4.97, -2.62], [-6.24, -0.43, 0.89], [-5.33, -1.43, -0.28], [-5.44, -0.65, -1.61], [-3.66, -0.82, 0.32], [-5.66, 0.50, 0.94], [-6.33, -0.92, 1.86], [-7.25, -0.13, 0.60], [-3.42, -1.14, 1.33], [-3.57, 0.24, 0.10], [-2.94, -1.29, -0.35], [-0.43, -2.86, 5.88], [-0.06, -1.12, 5.56], [0.97, -0.69, 6.61], [0.69, -1.06, 3.85], [0.40, -3.46, 5.52], [-1.29, -3.09, 5.24], [-0.66, -3.23, 6.88], [-0.08, -1.12, 3.08], [1.35, -1.89, 3.61], [1.23, -0.11, 3.76], [4.14, 0.61, -3.68], [4.34, -0.77, -3.69], [3.25, -1.35, -4.26], [2.25, -0.35, -4.51], [2.80, 0.91, -4.04], [4.91, 1.27, -3.66], [5.34, -1.08, -3.44], [3.10, -2.38, -4.53], [1.36, -0.62, -5.07], [2.54, 1.95, -4.18], [-0.92, 1.87, 2.63], [-0.53, 2.84, 3.44], [-1.57, 3.75, 3.56], [-2.52, 3.40, 2.58], [-2.06, 2.16, 2.03], [-0.34, 1.05, 2.51], [0.45, 2.69, 3.87], [-1.52, 4.65, 4.15], [-3.45, 3.93, 2.39], [-2.46, 1.53, 1.25], [-1.55, -5.86, 1.64], [-0.98, -5.05, 2.55], [-0.19, -4.13, 1.88], [-0.01, -4.64, 0.62], [-1.00, -5.62, 0.38], [-2.23, -6.59, 1.81], [-1.11, -5.03, 3.62], [0.24, -3.26, 2.34], [0.70, -4.24, -0.08], [-1.41, -6.09, -0.50], [5.61, -1.15, 1.74], [4.66, -1.99, 1.19], [3.99, -2.53, 2.21], [4.44, -2.07, 3.41], [5.52, -1.23, 3.12], [6.31, -0.63, 1.23], [4.65, -2.18, 0.13], [3.28, -3.30, 1.96], [4.12, -2.44, 4.37], [6.26, -0.65, 3.65]]
}

Record 2
{
  "formula": "C30H62O9",
  "method": "ωB97M-V/def2-TZVPD",
  "homo_ev": -9.18,
  "species": ["C", "C", "C", "O", "C", "H", "H", "H", "H", "H", "H", "H", "H", "C", "C", "C", "O", "C", "H", "H", "H", "H", "H", "H", "H", "H", "C", "C", "C", "O", "C", "H", "H", "H", "H", "H", "H", "H", "H", "C", "C", "C", "O", "C", "H", "H", "H", "H", "H", "H", "H", "H", "C", "C", "C", "O", "C", "H", "H", "H", "H", "H", "H", "H", "H", "C", "C", "C", "O", "C", "H", "H", "H", "H", "H", "H", "H", "H", "C", "C", "C", "O", "C", "H", "H", "H", "H", "H", "H", "H", "H", "O", "C", "C", "O", "H", "H", "H", "H", "H", "H"],
  "coordinates": [[-0.62, 5.63, -1.59], [-0.43, 5.21, -0.18], [-1.73, 4.43, 0.00], [-2.67, 5.26, -0.66], [-2.10, 5.80, -1.78], [-0.32, 4.86, -2.30], [-0.02, 6.53, -1.79], [-0.28, 6.05, 0.50], [0.46, 4.58, -0.09], [-2.02, 4.31, 1.05], [-1.74, 3.47, -0.51], [-2.47, 6.82, -1.87], [-2.54, 5.34, -2.66], [-0.55, -0.45, 1.60], [0.01, -1.48, 0.56], [0.03, -0.79, -0.82], [-0.70, 0.41, -0.65], [-1.32, 0.48, 0.60], [0.20, 0.10, 2.16], [-1.22, -0.91, 2.32], [-0.69, -2.31, 0.49], [0.97, -1.91, 0.85], [-0.39, -1.40, -1.61], [1.06, -0.53, -1.07], [-2.33, 0.10, 0.42], [-1.46, 1.47, 1.03], [-2.51, 1.78, -3.02], [-3.29, 2.31, -4.21], [-2.19, 2.15, -5.34], [-1.74, 0.83, -5.09], [-1.68, 0.60, -3.67], [-3.23, 1.48, -2.27], [-1.88, 2.54, -2.56], [-3.61, 3.34, -4.06], [-4.08, 1.59, -4.39], [-1.44, 2.94, -5.26], [-2.73, 2.28, -6.27], [-0.69, 0.59, -3.21], [-2.12, -0.38, -3.50], [2.65, 1.35, -3.23], [2.97, 1.74, -1.81], [2.00, 2.90, -1.51], [1.88, 3.53, -2.85], [1.89, 2.51, -3.86], [1.91, 0.54, -3.27], [3.54, 1.07, -3.80], [4.00, 2.08, -1.78], [2.74, 0.88, -1.19], [2.29, 3.55, -0.69], [0.98, 2.55, -1.34], [2.41, 2.76, -4.78], [0.85, 2.25, -4.10], [-0.77, -3.11, -4.76], [0.34, -4.07, -4.40], [0.01, -4.47, -2.92], [-1.46, -4.48, -2.88], [-1.99, -3.68, -3.92], [-0.96, -3.04, -5.83], [-0.63, -2.08, -4.43], [1.31, -3.59, -4.54], [0.38, -4.99, -4.98], [0.31, -3.71, -2.20], [0.37, -5.48, -2.72], [-2.58, -2.84, -3.55], [-2.63, -4.30, -4.55], [3.20, -4.15, 3.63], [3.28, -2.79, 2.96], [2.56, -1.87, 3.97], [2.48, -2.64, 5.18], [3.21, -3.87, 5.15], [3.99, -4.78, 3.23], [2.27, -4.67, 3.42], [2.77, -2.74, 2.00], [4.31, -2.49, 2.77], [1.57, -1.58, 3.60], [3.17, -0.98, 4.04], [2.67, -4.61, 5.74], [4.23, -3.81, 5.53], [-2.84, -3.51, 4.00], [-2.14, -3.39, 5.40], [-0.72, -4.02, 5.14], [-0.93, -4.97, 4.09], [-2.26, -4.84, 3.57], [-2.54, -2.64, 3.41], [-3.92, -3.57, 4.08], [-2.70, -3.89, 6.19], [-2.12, -2.40, 5.85], [-0.35, -4.34, 6.12], [-0.11, -3.21, 4.76], [-2.83, -5.67, 4.00], [-2.29, -4.86, 2.48], [1.40, 2.82, 1.73], [1.91, 3.70, 2.72], [1.73, 3.34, 4.20], [2.46, 2.22, 4.64], [1.97, 2.04, 1.75], [2.97, 3.85, 2.54], [1.35, 4.63, 2.59], [0.72, 2.96, 4.36], [1.91, 4.18, 4.88], [1.88, 1.56, 5.03]]
}

Record 3
{
  "formula": "C30H64I2N9O17P2S",
  "method": "ωB97M-V/def2-TZVPD",
  "charge": -1,
  "homo_ev": -4.73,
  "species": ["C", "C", "C", "C", "C", "C", "C", "C", "C", "C", "C", "C", "C", "C", "C", "C", "C", "C", "C", "O", "P", "I", "C", "C", "O", "N", "C", "S", "P", "N", "O", "C", "I", "C", "O", "N", "O", "H", "H", "H", "H", "H", "H", "H", "H", "H", "H", "H", "H", "H", "H", "H", "H", "H", "H", "H", "H", "H", "H", "H", "H", "H", "H", "H", "H", "H", "H", "H", "H", "H", "H", "H", "H", "H", "H", "H", "H", "H", "H", "H", "H", "H", "H", "C", "N", "O", "O", "H", "H", "H", "C", "N", "O", "O", "H", "H", "H", "C", "N", "O", "O", "H", "H", "H", "C", "N", "O", "O", "H", "H", "H", "C", "N", "O", "O", "H", "H", "H", "C", "N", "O", "O", "H", "H", "H"],
  "coordinates": [[3.81, -2.01, 1.19], [3.72, -3.40, 0.35], [4.06, -3.02, -1.18], [3.23, -3.88, -2.24], [1.64, -3.58, -2.04], [0.91, -3.34, -3.44], [1.04, -1.78, -3.77], [-0.22, -1.02, -3.07], [-0.63, 0.23, -4.00], [0.64, 1.09, -4.43], [1.59, 1.53, -3.20], [1.08, 2.87, -2.41], [2.18, 3.37, -1.33], [2.25, 2.39, -0.04], [2.44, 3.19, 1.33], [1.14, 3.95, 1.89], [0.13, 3.07, 2.85], [-1.05, 2.50, 1.93], [-2.28, 1.87, 2.77], [-2.00, 0.82, 3.75], [-2.57, -0.77, 3.29], [-4.83, -0.53, 4.41], [-2.07, -1.55, 4.97], [-1.47, -3.05, 4.86], [-2.13, -4.04, 5.29], [-0.98, -0.94, 2.45], [0.01, -0.57, 3.16], [1.18, -0.36, 4.35], [-3.06, -2.72, 2.29], [-4.24, -3.46, 3.08], [-3.47, -0.11, 1.91], [-3.42, 1.31, 1.74], [-3.15, 1.53, -0.42], [-4.72, 2.19, 2.06], [-5.84, 1.87, 1.18], [-6.35, 0.64, 1.46], [-6.39, -0.01, 0.45], [4.05, -2.18, 2.30], [2.82, -1.48, 1.05], [4.66, -1.41, 0.71], [4.45, -4.19, 0.75], [2.66, -3.79, 0.49], [3.75, -1.92, -1.35], [5.20, -3.08, -1.34], [3.38, -5.02, -2.09], [3.54, -3.53, -3.28], [1.57, -2.66, -1.35], [1.14, -4.44, -1.50], [-0.16, -3.73, -3.42], [1.45, -3.92, -4.27], [1.98, -1.30, -3.32], [0.93, -1.62, -4.89], [0.01, -0.74, -1.99], [-1.09, -1.76, -3.07], [-1.31, 0.93, -3.36], [-1.29, -0.08, -4.89], [0.26, 1.99, -5.06], [1.22, 0.43, -5.18], [2.62, 1.75, -3.63], [1.69, 0.72, -2.39], [0.06, 2.73, -1.91], [0.95, 3.67, -3.24], [3.17, 3.38, -1.91], [2.01, 4.44, -0.98], [3.19, 1.73, -0.17], [1.37, 1.67, -0.07], [3.29, 3.95, 1.14], [2.82, 2.48, 2.14], [0.53, 4.26, 0.96], [1.45, 4.93, 2.40], [0.78, 2.27, 3.34], [-0.33, 3.83, 3.57], [-1.46, 3.39, 1.33], [-0.61, 1.67, 1.29], [-2.73, 2.83, 3.25], [-1.37, -0.87, 5.60], [-3.01, -1.67, 5.62], [-0.44, -3.19, 4.36], [-3.51, -2.41, 0.96], [-1.86, -3.51, 2.15], [-3.91, -4.39, 3.37], [-5.00, 2.17, 3.18], [-4.43, 3.29, 1.85], [-2.40, 3.79, -6.23], [-1.51, 4.58, -5.34], [-0.49, 4.04, -4.95], [-1.87, 5.71, -5.06], [-1.95, 2.81, -6.39], [-3.36, 3.70, -5.73], [-2.48, 4.33, -7.17], [5.90, -7.09, -3.67], [5.18, -6.82, -2.40], [4.07, -7.30, -2.27], [5.76, -6.13, -1.57], [5.27, -7.71, -4.31], [6.10, -6.13, -4.14], [6.83, -7.60, -3.42], [0.96, -5.09, 6.96], [2.16, -4.39, 6.41], [1.97, -3.37, 5.78], [3.24, -4.90, 6.64], [0.07, -4.53, 6.68], [0.94, -6.09, 6.52], [1.06, -5.13, 8.04], [-2.06, -7.33, 2.13], [-1.20, -6.24, 1.60], [0.00, -6.34, 1.76], [-1.77, -5.33, 1.02], [-1.42, -8.07, 2.61], [-2.74, -6.89, 2.86], [-2.60, -7.77, 1.30], [-2.19, 8.68, -5.12], [-2.90, 9.84, -4.51], [-3.82, 9.61, -3.75], [-2.50, 10.95, -4.83], [-2.65, 7.77, -4.75], [-2.30, 8.76, -6.20], [-1.15, 8.74, -4.81], [-1.40, 7.09, 3.05], [-1.73, 6.25, 1.87], [-1.09, 6.44, 0.85], [-2.63, 5.43, 2.01], [-0.59, 7.76, 2.78], [-2.30, 7.64, 3.32], [-1.09, 6.42, 3.85]]
}